Record 1
DFT (ωB97M-V/def2-TZVPD) results for a cluster of 14 separate species, C6H43N2O13 in total in a non-equilibrium geometry.

* spin multiplicity: 2
* M: 351.4 u
* total charge: 0
* ⟨S²⟩: 0.75
* HOMO (spin up / spin down): -2.290 / -8.898 eV
* LUMO energy (spin up / spin down): 0.12 / 0.05 eV
* ΔE to the lowest compared entry with this formula, charge and spin: 71.8 kcal per mole
* HOMO-LUMO gap (spin up / spin down): 0.089 / 0.329 hartree

Cartesian coordinates (Å):
O1 -1.97546 1.57380 2.64884
O2 -2.74040 -1.10918 -2.06116
O3 -1.37386 0.51638 -3.70849
O4 -1.03079 -1.57027 2.67690
O5 2.52386 1.11993 -2.99405
O6 0.81786 1.63682 2.67695
O7 -1.21060 -3.95243 1.43562
O8 1.64973 -3.07803 2.33707
O9 1.06442 -0.19027 -4.83119
O10 -2.98640 -1.01059 0.44044
O11 1.85139 3.93154 1.31610
O12 1.68985 -0.68672 3.62931
O13 -3.83660 1.92556 0.67611
N1 -0.15128 0.47973 0.29413
N2 1.06078 2.39127 -1.18505
C1 -0.94438 1.67981 -0.12085
C2 -0.44759 2.36708 -1.27457
C3 2.90481 -0.76045 -0.17027
C4 1.53262 -1.31588 -0.14072
C5 1.62683 -2.58073 -0.94354
C6 0.34148 -0.45401 -0.79243
H1 0.17893 -0.08702 -1.79257
H2 1.68416 4.62005 2.06216
H3 0.87058 -1.13450 -4.78811
H4 1.32564 1.86165 -0.25967
H5 -1.24144 -3.19001 1.98170
H6 -2.54780 2.14853 2.13206
H7 -2.12430 -0.89750 0.72755
H8 -0.13741 1.45747 2.67762
H9 3.33704 0.05562 -0.93024
H10 -0.11926 -1.43240 3.01171
H11 -1.55423 -1.22619 3.42745
H12 3.30687 -0.27884 0.69930
H13 2.00662 -2.48292 -1.95074
H14 -1.93829 -0.13457 -3.10491
H15 -3.53336 -1.68337 -2.18115
H16 0.33830 0.11680 -4.40277
H17 1.51020 3.35503 -0.98958
H18 1.31021 -1.23441 0.99995
H19 -2.66932 -0.87524 -1.12912
H20 -0.74528 3.47208 -1.30770
H21 2.38395 -3.13488 -0.46762
H22 -1.96626 -4.53051 1.55986
H23 3.77069 -1.52594 -0.42531
H24 1.57888 -1.46393 3.02973
H25 -3.36685 2.09517 -0.12384
H26 -2.10667 0.69245 -4.36872
H27 0.66472 -3.24786 -1.06520
H28 1.12018 0.74748 2.98978
H29 3.33159 1.49497 -3.39939
H30 -2.52304 1.70007 3.49794
H31 1.89780 -3.10682 1.42236
H32 -2.04409 1.37179 -0.24711
H33 -4.82002 1.91805 0.52825
H34 -0.81068 2.15042 -2.36582
H35 2.33124 0.51021 -3.67533
H36 -0.52861 -1.20162 -0.93698
H37 1.53564 3.07867 1.65527
H38 -0.75113 2.29024 0.80111
H39 1.50723 1.79544 -1.80164
H40 -0.58819 -0.00628 1.00234
H41 -3.48285 -0.23982 0.79637
H42 0.99285 -3.88688 2.38678
H43 2.24948 -0.84401 4.41509

Want to see where the charge sits? The Löwdin charges in e are:
1. O -0.17
2. O -0.11
3. O -0.18
4. O -0.07
5. O -0.05
6. O -0.11
7. O -0.06
8. O -0.08
9. O -0.02
10. O -0.06
11. O -0.12
12. O -0.07
13. O -0.22
14. N -0.06
15. N 0.16
16. C -0.26
17. C -0.20
18. C -0.12
19. C -0.40
20. C -0.10
21. C -0.13
22. H 0.09
23. H 0.10
24. H 0.07
25. H 0.16
26. H -0.05
27. H -0.01
28. H -0.04
29. H -0.02
30. H 0.10
31. H 0.02
32. H 0.09
33. H 0.05
34. H 0.08
35. H 0.04
36. H 0.09
37. H -0.07
38. H 0.18
39. H 0.13
40. H -0.04
41. H 0.13
42. H 0.04
43. H 0.04
44. H 0.11
45. H 0.00
46. H -0.05
47. H 0.08
48. H 0.13
49. H 0.00
50. H 0.09
51. H 0.09
52. H 0.00
53. H 0.09
54. H 0.04
55. H 0.14
56. H -0.01
57. H 0.11
58. H -0.03
59. H 0.11
60. H 0.02
61. H 0.01
62. H 0.05
63. H 0.13
64. H 0.10

***

Record 2
DFT (ωB97M-V/def2-TZVPD) results for the molecule C5H7FN2O2 in a non-equilibrium geometry.

* M: 146.1 u
* total charge: 0
* HOMO (spin up / spin down): -9.055 / -7.918 eV
* LUMO energy (spin up / spin down): 0.21 / 0.04 eV
* ΔE to the lowest compared entry with this formula, charge and spin: 136.1 kcal per mole
* HOMO-LUMO gap (spin up / spin down): 0.340 / 0.293 hartree

Cartesian coordinates (Å):
F1 3.28087 -2.32993 -0.78135
O1 1.82158 -1.55201 0.82451
O2 1.13433 1.79983 1.21636
N1 2.17823 -1.50980 -0.47205
N2 -0.74570 2.97447 0.36850
C1 -0.48172 0.69035 -0.15175
C2 0.63566 -1.13090 1.04700
C3 0.08148 1.88863 0.53784
C4 -1.05634 -1.64632 -1.01514
C5 -0.29384 -0.61819 -0.03754
H1 -1.51331 -0.92337 -1.76579
H2 -1.88133 -2.09927 -0.34848
H3 -0.41371 3.84072 0.84702
H4 -1.70850 2.91105 -0.03052
H5 -1.07799 1.12003 -0.92494
H6 0.26935 -1.09337 2.02561
H7 -0.22905 -2.32193 -1.33928

Want to see where the charge sits? The Löwdin charges in e are:
1. F -0.09
2. O 0.01
3. O 0.03
4. N 0.05
5. N 0.13
6. C -0.03
7. C -0.09
8. C -0.50
9. C -0.02
10. C -0.22
11. H 0.09
12. H 0.10
13. H 0.13
14. H 0.12
15. H 0.09
16. H 0.12
17. H 0.07

***

Record 3
DFT (ωB97M-V/def2-TZVPD) results for a structure of composition C24H32N10OS2Sn in a non-equilibrium geometry.

* M: 659.4 u
* total charge: +2
* HOMO: -12.902 eV
* LUMO energy: -4.56 eV
* ΔE to the lowest compared entry with this formula, charge and spin: 17.8 kcal per mole
* HOMO-LUMO gap: 0.307 hartree

Cartesian coordinates (Å):
Sn1 1.00522 0.41010 1.12013
S1 2.90967 -3.91545 2.28053
S2 -2.60690 -3.66803 -0.61997
O1 3.17734 1.91049 4.45004
N1 -4.21274 0.93287 -2.78374
N2 -3.90232 -1.52249 0.47200
N3 -1.62177 -1.89528 0.93848
N4 3.24652 -1.54688 3.37791
N5 -1.79190 1.62417 -1.43584
N6 0.09915 0.52212 3.43647
N7 2.48703 1.20203 2.36390
N8 3.16314 -0.16751 0.09187
N9 1.39107 -1.81055 1.91824
N10 -3.17742 3.08755 -3.87801
C1 -0.98231 -3.82768 -0.17874
C2 5.40442 0.67735 -0.05274
C3 -1.00743 1.83075 -3.77678
C4 -0.62362 -2.81798 0.65914
C5 5.66642 -0.03914 -1.18704
C6 -2.28786 2.15248 -4.57056
C7 2.33472 1.55883 3.65654
C8 0.68675 -2.92199 1.41439
C9 -0.74810 1.23715 6.03599
C10 4.64755 -0.80014 -1.69128
C11 -3.35687 0.08403 -3.67692
C12 3.43863 -0.88253 -1.03282
C13 2.49397 -2.25435 2.54701
C14 4.12004 0.65662 0.52990
C15 -1.51119 0.39050 5.21271
C16 -1.11030 0.16020 3.90336
C17 0.90485 1.26386 4.20266
C18 -2.72107 -2.28321 0.36333
C19 1.35176 -4.12104 1.51359
C20 -1.21226 0.93375 -2.55249
C21 3.83092 1.38836 1.83217
C22 0.49208 1.61561 5.49841
C23 -2.05555 -0.28552 -2.90611
C24 -3.02372 0.87770 -4.93009
H1 -4.09050 1.91522 -3.05731
H2 -4.75864 -2.09649 0.64998
H3 -3.84307 -0.85891 1.21297
H4 -1.60054 1.10143 -0.59172
H5 -2.70838 3.76649 -3.27713
H6 -1.00554 1.51272 7.01202
H7 -3.82582 0.73943 -1.85862
H8 1.16054 2.26480 6.12960
H9 -0.22795 0.50050 -2.24692
H10 -1.95258 2.55916 -5.50540
H11 -0.44980 2.70456 -3.40344
H12 -1.43054 -0.89141 -3.54970
H13 6.72829 -0.10831 -1.57488
H14 1.06123 -5.10010 1.28341
H15 -3.93055 1.05433 -5.48937
H16 4.15052 -1.78681 3.63457
H17 4.84462 -1.46276 -2.50891
H18 -2.24114 -0.88940 -1.97285
H19 3.13352 -0.55465 3.29924
H20 -3.89212 3.63214 -4.39124
H21 -0.26706 -4.56676 -0.53624
H22 -2.32762 0.31861 -5.48506
H23 -1.70960 -0.32372 3.19044
H24 4.67876 1.15087 2.55938
H25 4.14198 2.44551 1.71969
H26 -2.49730 -0.06423 5.53187
H27 -0.39993 1.23259 -4.44327
H28 2.63466 -1.60180 -1.26845
H29 -5.16737 0.69156 -2.77780
H30 -3.85940 -0.83236 -3.96764
H31 -1.35255 2.50500 -1.33827
H32 6.10601 1.28605 0.47541

Want to see where the charge sits? The Löwdin charges in e are:
1. Sn 1.25
2. S 1.11
3. S 1.10
4. O 0.10
5. N 0.22
6. N 0.07
7. N 0.08
8. N 0.17
9. N 0.05
10. N -0.02
11. N -0.20
12. N -0.04
13. N -0.05
14. N 0.03
15. C -0.37
16. C 0.00
17. C -0.08
18. C -0.35
19. C -0.04
20. C -0.35
21. C -0.51
22. C -0.30
23. C 0.00
24. C -0.06
25. C -0.24
26. C -0.10
27. C -0.67
28. C -0.25
29. C -0.03
30. C -0.12
31. C -0.18
32. C -0.74
33. C -0.32
34. C -0.42
35. C -0.18
36. C 0.02
37. C -0.10
38. C -0.09
39. H 0.08
40. H 0.12
41. H 0.07
42. H 0.02
43. H 0.10
44. H 0.10
45. H 0.13
46. H 0.15
47. H 0.13
48. H 0.14
49. H 0.13
50. H 0.13
51. H 0.15
52. H 0.06
53. H 0.13
54. H 0.10
55. H 0.11
56. H 0.11
57. H 0.06
58. H 0.13
59. H 0.09
60. H 0.12
61. H 0.07
62. H 0.15
63. H 0.14
64. H 0.14
65. H 0.13
66. H 0.12
67. H 0.15
68. H 0.15
69. H 0.07
70. H 0.12

***

Record 4
DFT (ωB97M-V/def2-TZVPD) results for a cluster of 2 separate species, C21H29ClF3N2O4SSi in total in a non-equilibrium geometry.

* M: 526.1 u
* total charge: +1
* HOMO: -10.870 eV
* LUMO energy: -4.03 eV
* ΔE to the lowest compared entry with this formula, charge and spin: 0.0 kcal per mole
* HOMO-LUMO gap: 0.251 hartree

Cartesian coordinates (Å):
Cl1 -0.56396 -2.06655 -1.83028
S1 1.07976 0.42214 1.01319
Si1 1.96020 1.96202 -1.32139
F1 -0.54904 5.03614 1.89306
F2 -1.35218 6.15861 0.27001
F3 -2.49261 4.53936 1.10934
O1 0.36733 -2.58144 2.90049
O2 -2.14223 1.43281 -5.27511
O3 -0.48722 2.77899 -4.63675
O4 -1.77725 -2.68949 2.74073
N1 -0.69392 -3.19114 2.96771
N2 -0.11823 -0.76820 -0.81443
C1 -0.57238 4.01984 -0.20856
C2 -1.27226 1.65172 -4.53322
C3 -0.71045 0.58174 -0.81646
C4 0.59636 -6.52589 4.02262
C5 -0.65276 -4.60627 3.34517
C6 3.36215 2.46494 -0.13248
C7 -1.57551 0.94806 -2.03845
C8 -1.79736 -6.65579 3.78208
C9 2.62792 0.49226 -2.32472
C10 0.37077 1.57615 -0.29097
C11 -0.58372 -7.25513 4.09400
C12 1.60029 -2.23717 0.29876
C13 0.56629 -5.19428 3.64459
C14 -0.06665 2.77317 0.57367
C15 -1.28661 4.94225 0.78838
C16 -0.93509 0.63689 -3.43278
C17 -1.83647 -5.32384 3.40577
C18 1.76679 3.43178 -2.51625
C19 -2.93985 1.22621 0.48597
C20 0.82281 -1.01342 0.05099
C21 -1.85042 0.38221 0.30599
H1 -1.72563 -0.46490 0.99242
H2 2.30082 4.29130 -2.09290
H3 0.72772 3.72318 -2.64595
H4 -1.86025 2.00343 -2.01061
H5 3.03196 3.13122 0.67055
H6 -2.51425 0.40114 -2.00599
H7 2.73393 0.82708 -3.36374
H8 -0.55754 -8.29446 4.39530
H9 -1.36300 -0.30402 -3.77658
H10 -0.85942 3.43222 -4.02454
H11 4.07083 3.03975 -0.74046
H12 0.15178 0.49167 -3.41395
H13 3.64346 0.26582 -1.98729
H14 2.59293 -2.12201 -0.15135
H15 -2.71384 -7.22742 3.83640
H16 0.82594 3.09646 1.11719
H17 -3.91329 0.90758 0.09869
H18 -2.78326 -4.86047 3.16721
H19 1.15345 -3.15230 -0.08799
H20 3.86594 1.57934 0.25906
H21 -2.93695 2.16557 1.03926
H22 2.26571 3.19084 -3.45657
H23 -1.22420 3.79054 -1.04936
H24 1.71149 -2.35652 1.38919
H25 0.30638 4.59326 -0.50740
H26 -0.80917 2.52245 1.33802
H27 1.48684 -4.63069 3.59147
H28 1.53968 -6.99606 4.26542
H29 1.98744 -0.39271 -2.36619

Want to see where the charge sits? The Löwdin charges in e are:
1. Cl 0.90
2. S 1.15
3. Si 0.55
4. F 0.16
5. F 0.16
6. F 0.17
7. O 0.02
8. O 0.19
9. O 0.07
10. O 0.09
11. N -0.32
12. N -0.43
13. C -0.04
14. C -0.52
15. C -0.43
16. C -0.06
17. C -0.15
18. C -0.18
19. C -0.10
20. C -0.05
21. C -0.15
22. C -0.53
23. C -0.05
24. C -0.05
25. C 0.00
26. C -0.22
27. C -0.69
28. C -0.10
29. C 0.00
30. C -0.15
31. C 0.04
32. C -0.58
33. C -0.09
34. H 0.10
35. H 0.04
36. H 0.00
37. H 0.12
38. H 0.03
39. H 0.12
40. H 0.04
41. H 0.11
42. H 0.09
43. H 0.11
44. H 0.05
45. H 0.10
46. H 0.04
47. H 0.12
48. H 0.12
49. H 0.10
50. H 0.08
51. H 0.12
52. H 0.08
53. H 0.03
54. H 0.06
55. H 0.04
56. H 0.12
57. H 0.08
58. H 0.12
59. H 0.11
60. H 0.12
61. H 0.11
62. H 0.01

***

Record 5
DFT (ωB97M-V/def2-TZVPD) results for a cluster of 6 separate species, C8H24F6N2O8S2 in total in a non-equilibrium geometry.

* M: 454.4 u
* total charge: 0
* HOMO: -10.144 eV
* LUMO energy: 0.01 eV
* ΔE to the lowest compared entry with this formula, charge and spin: 45.3 kcal per mole
* HOMO-LUMO gap: 0.373 hartree

Cartesian coordinates (Å):
S1 -2.04391 -3.14311 1.11012
S2 -3.76453 -1.20181 1.24717
F1 -2.40316 -0.78238 3.44433
F2 -4.55834 -0.67687 3.73859
F3 0.58308 -2.60517 1.80612
F4 -3.69728 0.98443 2.92641
F5 0.00770 -4.73983 1.41889
F6 0.28451 -3.37832 -0.23185
O1 -2.62758 -3.96244 0.06365
O2 -4.24188 -0.07458 0.39711
O3 -2.05213 -0.79231 -1.56896
O4 -2.26568 -3.60082 2.51918
O5 -0.47131 1.41222 -1.51623
O6 -0.35528 1.54443 2.61326
O7 3.02788 -0.23421 0.34561
O8 -4.67627 -2.31303 1.33186
N1 0.06800 0.00454 0.69098
N2 -2.09125 -1.60430 0.89580
C1 0.19997 1.60031 -2.69711
C2 2.99512 1.88671 1.21386
C3 -0.13656 -3.48048 1.03207
C4 -3.58444 -0.31797 2.95856
C5 0.73769 0.21799 -3.10410
C6 -0.90827 2.13833 -3.65442
C7 3.88258 0.81142 0.68469
C8 4.51288 1.37277 -0.57434
H1 -1.36718 3.10481 -3.44601
H2 2.16951 2.09547 0.53350
H3 1.00130 2.33734 -2.64452
H4 0.87463 -0.07525 -4.14495
H5 -1.02771 1.09782 3.12767
H6 3.55839 2.78456 1.46822
H7 2.48940 1.54380 2.11650
H8 5.11664 2.24616 -0.32783
H9 0.82151 -0.62939 0.91565
H10 5.16077 0.63031 -1.04027
H11 3.77567 1.66465 -1.32228
H12 0.02243 -0.54811 -2.80476
H13 0.15658 0.42231 -0.22429
H14 -0.47203 2.47187 2.81930
H15 -0.80211 -0.50797 0.67268
H16 -0.43562 2.44877 -4.58625
H17 4.67636 0.56437 1.38966
H18 -0.01316 0.70868 1.41048
H19 -1.61491 1.36312 -3.95076
H20 -2.06040 -1.17743 -0.69270
H21 -1.16878 0.80959 -1.78452
H22 -2.59994 -1.37662 -2.09309
H23 1.74679 -0.02045 -2.76803
H24 3.57033 -1.02396 0.28534

Want to see where the charge sits? The Löwdin charges in e are:
1. S 0.61
2. S 0.75
3. F 0.10
4. F 0.18
5. F 0.09
6. F 0.17
7. F 0.15
8. F 0.12
9. O -0.28
10. O -0.31
11. O -0.05
12. O -0.32
13. O -0.09
14. O 0.00
15. O -0.04
16. O -0.26
17. N 0.29
18. N -0.37
19. C -0.46
20. C -0.07
21. C -0.61
22. C -0.67
23. C -0.04
24. C -0.04
25. C -0.52
26. C -0.06
27. H 0.08
28. H 0.08
29. H 0.13
30. H 0.08
31. H 0.05
32. H 0.09
33. H 0.07
34. H 0.08
35. H 0.09
36. H 0.08
37. H 0.08
38. H 0.07
39. H 0.08
40. H 0.09
41. H 0.03
42. H 0.07
43. H 0.15
44. H 0.02
45. H 0.09
46. H -0.06
47. H 0.04
48. H 0.07
49. H 0.07
50. H 0.11